A) The following is a quantum chemistry calculation of a 3-piece molecular cluster, C3H14N2O2 overall, from the OMol25 dataset.

XYZ file:
```
21
C3H14N2O2, DFT ωB97M-V/def2-TZVPD
C -0.851 -1.327 -1.172
C -0.908 -0.198 -0.066
C -0.105 -0.698 1.092
N -0.132 0.153 2.289
N -1.558 -0.816 -2.394
H 0.097 -1.477 -1.440
H -1.257 -2.310 -0.871
H -0.422 0.673 -0.393
H -1.925 0.175 0.000
H 0.994 -0.761 0.695
H -0.316 -1.756 1.398
H -1.055 0.576 2.455
H 0.150 -0.449 3.123
H -1.730 -1.556 -3.036
H -1.132 -0.013 -2.770
H 0.847 1.613 1.482
H 2.034 2.350 1.900
O 1.390 2.288 1.222
H 2.346 1.273 -1.832
H 1.437 1.390 -0.656
O 2.095 0.871 -1.024
```

As for the expectation value of S²: 0.750. The calculation puts the molar mass at 110.16 g mol⁻¹. Its HOMO energy (spin up / spin down) is 1.28 / -5.35 eV. The calculation puts the gap between HOMO and LUMO (spin up / spin down) at 2.38 / 8.91 eV. The charge is -1. Its LUMO energy (spin up / spin down) is 3.662 / 3.555 eV. Its multiplicity is 2.

---

B) The following is a quantum chemistry calculation of a 3-piece molecular cluster, C3H14N2O2 overall, from the OMol25 dataset.

XYZ file:
```
21
C3H14N2O2, DFT ωB97M-V/def2-TZVPD
C 1.897 -2.064 0.498
C 0.512 -1.458 0.362
N 0.579 -0.009 0.367
C -0.614 0.733 0.666
N -0.301 2.146 0.939
H 2.382 -1.685 1.382
H 1.781 -3.145 0.605
H 2.473 -1.878 -0.393
H -0.121 -1.823 1.196
H -0.006 -1.761 -0.555
H 1.418 0.345 0.786
H -1.209 0.744 -0.258
H -1.182 0.267 1.487
H -0.242 2.563 0.010
H 0.671 2.175 1.233
H -5.049 -0.478 0.701
H -5.622 -1.111 -0.582
O -4.907 -1.182 0.057
H 3.064 3.022 -2.551
H 2.078 1.892 -2.761
O 2.400 2.707 -3.190
```

As for the expectation value of S²: 0.750. The calculation puts the molar mass at 110.16 g mol⁻¹. Its HOMO energy (spin up / spin down) is 1.13 / -5.07 eV. The calculation puts the gap between HOMO and LUMO (spin up / spin down) at 1.86 / 7.94 eV. The charge is -1. Its LUMO energy (spin up / spin down) is 2.989 / 2.868 eV. Its multiplicity is 2.

---

Computed relative energies in units of kJ/mol: A) 56.8; B) 0.0

---

A) The following is a quantum chemistry calculation of C4H9N2O as an isolated structure, from the OMol25 dataset.

XYZ file:
```
16
C4H9N2O, DFT ωB97M-V/def2-TZVPD
C -1.170 -0.557 0.165
C -1.485 -1.788 -0.021
C 0.297 1.475 0.498
C 1.427 -0.603 -0.426
N -0.830 1.520 -0.436
N 0.538 0.013 0.569
O -1.762 0.580 0.165
H -2.250 -1.800 -0.786
H -0.854 -2.609 -0.057
H 1.264 1.900 -0.070
H 0.212 2.102 1.432
H 1.089 -0.364 -1.445
H 2.509 -0.218 -0.391
H 1.594 -1.689 -0.183
H -1.334 2.384 -0.460
H 0.754 -0.348 1.446
```

The calculation puts the molar mass at 101.13 g mol⁻¹. Its HOMO energy is -14.45 eV. The calculation puts the gap between HOMO and LUMO at 11.37 eV. The charge is +1. Its LUMO energy is -3.080 eV.

---

B) The following is a quantum chemistry calculation of C4H9N2O as an isolated structure, from the OMol25 dataset.

XYZ file:
```
16
C4H9N2O, DFT ωB97M-V/def2-TZVPD
C -0.159 0.409 1.580
C 0.078 -0.857 1.418
C 0.436 -0.642 -2.300
C -0.074 1.086 2.906
N 0.139 0.010 -3.402
N -0.310 -0.679 -1.233
O -0.018 -1.536 -0.263
H -0.432 1.045 0.750
H 0.354 -1.718 1.980
H 1.352 -1.224 -2.256
H -1.067 1.411 3.213
H 0.332 0.429 3.669
H 0.552 1.971 2.811
H 0.755 -0.027 -4.198
H -0.712 0.549 -3.491
H -1.226 -0.227 -1.182
```

The calculation puts the molar mass at 101.13 g mol⁻¹. Its HOMO energy is -13.81 eV. The calculation puts the gap between HOMO and LUMO at 10.40 eV. The charge is +1. Its LUMO energy is -3.408 eV.

---

C) The following is a quantum chemistry calculation of an isolated ion of composition C4H9N2O and charge +1, from the OMol25 dataset.

XYZ file:
```
16
C4H9N2O, DFT ωB97M-V/def2-TZVPD
C 0.758 0.009 -1.882
C -0.184 -0.159 -4.059
C -0.407 0.114 0.340
C -0.341 0.140 2.811
N -0.158 0.020 -2.823
N 0.112 0.727 1.515
O 0.767 0.111 -0.573
H 1.758 0.105 -2.217
H -0.951 0.329 -4.647
H 0.537 -0.923 -4.607
H -1.292 0.475 -0.124
H -1.266 0.565 3.008
H -0.303 -0.896 2.739
H 0.335 0.500 3.522
H 1.168 0.605 1.225
H -0.219 1.702 1.385
```

The calculation puts the molar mass at 101.13 g mol⁻¹. Its HOMO energy (spin up / spin down) is -11.06 / -12.13 eV. The calculation puts the gap between HOMO and LUMO (spin up / spin down) at 5.94 / 7.56 eV. The charge is +1. Its LUMO energy (spin up / spin down) is -5.128 / -4.571 eV.

---

D) The following is a quantum chemistry calculation of C4H9N2O as an isolated structure, from the OMol25 dataset.

XYZ file:
```
16
C4H9N2O, DFT ωB97M-V/def2-TZVPD
C 1.240 -1.111 0.273
C 2.375 -0.617 -0.318
C 0.489 0.072 0.698
C -2.333 0.308 -0.037
N 1.164 1.181 0.234
N -1.034 -0.158 -0.483
O 2.394 0.715 -0.425
H 1.097 -2.173 0.433
H 3.174 -1.064 -0.756
H 0.030 0.179 1.667
H -2.746 -0.384 0.671
H -2.285 1.186 0.502
H -3.068 0.348 -0.873
H 1.204 2.211 0.451
H -0.570 0.437 -1.178
H -1.131 -1.131 -0.858
```

The calculation puts the molar mass at 101.13 g mol⁻¹. Its HOMO energy is -13.56 eV. The calculation puts the gap between HOMO and LUMO at 10.16 eV. The charge is +1. Its LUMO energy is -3.400 eV.

---

Computed relative energies in units of kJ/mol: A) 131.9; B) 11.1; C) 226.3; D) 0.0

---

A) The following is a quantum chemistry calculation of an isolated ion of composition C4H9N2O and charge +1, from the OMol25 dataset.

XYZ file:
```
16
C4H9N2O, DFT ωB97M-V/def2-TZVPD
C -0.270 -0.714 0.015
C -1.154 0.371 0.482
C -0.977 1.664 -0.285
C 1.795 0.426 0.023
N 1.037 -0.779 -0.160
N -0.858 -1.920 -0.046
O 3.022 0.102 -0.196
H -2.192 -0.086 0.647
H -0.866 0.639 1.487
H 0.194 1.773 -0.543
H -1.610 1.731 -1.133
H -1.328 2.464 0.465
H 1.588 -1.653 -0.287
H -1.828 -2.112 -0.394
H -0.202 -2.626 -0.122
H 3.648 0.719 0.045
```

The calculation puts the molar mass at 101.13 g mol⁻¹. Its HOMO energy is -13.87 eV. The calculation puts the gap between HOMO and LUMO at 9.32 eV. The charge is +1. Its LUMO energy is -4.550 eV.

---

B) The following is a quantum chemistry calculation of a 2-piece molecular cluster, C4H9N2O overall, from the OMol25 dataset.

XYZ file:
```
16
C4H9N2O, DFT ωB97M-V/def2-TZVPD
C -1.109 0.547 -1.664
C -0.282 -0.115 -0.634
C -0.615 -0.453 0.635
N 0.324 -1.364 1.083
C 1.317 -1.400 0.198
N 0.941 -0.729 -0.881
H -0.533 0.551 -2.593
H -1.518 1.509 -1.379
H -1.917 -0.125 -1.969
H -1.406 -0.058 1.244
H 0.419 -1.881 1.943
H 2.201 -1.971 0.418
H 1.652 -0.527 -1.573
H 0.435 1.339 2.000
H -0.262 2.627 1.822
O 0.353 2.050 1.350
```

The calculation puts the molar mass at 101.13 g mol⁻¹. Its HOMO energy is -13.85 eV. The calculation puts the gap between HOMO and LUMO at 10.68 eV. The charge is +1. Its LUMO energy is -3.171 eV.

---

Computed relative energies in units of kJ/mol: A) 237.3; B) 0.0

---

A) The following is a quantum chemistry calculation of one molecule with the formula C17H21N3O2, from the OMol25 dataset.

XYZ file:
```
43
C17H21N3O2, DFT ωB97M-V/def2-TZVPD
C -1.953 -1.963 1.147
C -1.839 -0.649 1.914
O -2.760 0.348 1.503
C -2.538 0.952 0.247
O -2.886 0.122 -0.823
C -4.272 -0.156 -0.907
C -4.502 -1.128 -2.052
C -1.115 1.437 0.073
C -0.590 2.320 1.008
C 0.721 2.745 0.907
C 1.538 2.283 -0.121
C 2.936 2.713 -0.192
C 4.004 1.912 -0.249
C 4.004 0.457 -0.174
N 5.178 -0.132 -0.399
C 5.208 -1.456 -0.328
C 4.097 -2.218 -0.039
C 2.906 -1.506 0.192
N 1.744 -2.119 0.528
N 2.878 -0.180 0.127
C 0.993 1.431 -1.077
C -0.318 1.007 -0.979
H -2.964 -2.355 1.223
H -1.718 -1.812 0.096
H -1.263 -2.690 1.572
H -2.079 -0.809 2.969
H -0.813 -0.260 1.844
H -3.221 1.825 0.272
H -4.819 0.784 -1.081
H -4.623 -0.583 0.042
H -4.135 -0.699 -2.980
H -5.564 -1.338 -2.150
H -3.971 -2.057 -1.866
H -1.214 2.660 1.822
H 1.125 3.420 1.647
H 3.093 3.785 -0.175
H 4.996 2.333 -0.328
H 6.172 -1.912 -0.518
H 4.130 -3.294 0.010
H 1.646 -3.108 0.385
H 0.916 -1.548 0.524
H 1.608 1.098 -1.899
H -0.737 0.340 -1.716
```

The calculation puts the molar mass at 299.37 g mol⁻¹. Its HOMO energy is -8.37 eV. The calculation puts the gap between HOMO and LUMO at 8.74 eV. Its LUMO energy is 0.375 eV. The SMILES is CCOC(OCC)c1ccc(/C=C\c2nccc(N)n2)cc1.

---

B) The following is a quantum chemistry calculation of one molecule with the formula C17H21N3O2, from the OMol25 dataset.

XYZ file:
```
43
C17H21N3O2, DFT ωB97M-V/def2-TZVPD
C -8.886 -0.357 -0.490
C -7.428 -0.194 -0.295
N -6.592 -1.127 0.006
C -5.366 -0.503 0.081
C -4.103 -0.993 0.368
C -3.046 -0.089 0.369
N -1.775 -0.596 0.648
C -0.583 0.082 0.799
O -0.445 1.279 0.680
N 0.448 -0.750 1.143
C 1.811 -0.267 1.178
C 2.537 -0.525 -0.143
C 3.997 -0.156 -0.165
C 4.619 0.508 0.798
C 6.075 0.865 0.772
C 6.835 0.084 -0.296
C 6.045 0.108 -1.598
C 4.720 -0.622 -1.403
C -3.255 1.268 0.086
C -4.512 1.763 -0.201
C -5.559 0.864 -0.199
O -6.887 1.044 -0.438
H -9.152 -1.395 -0.322
H -9.428 0.282 0.205
H -9.161 -0.065 -1.503
H -3.958 -2.040 0.584
H -1.762 -1.589 0.833
H 0.330 -1.746 1.050
H 1.752 0.805 1.373
H 2.332 -0.762 2.003
H 2.021 0.032 -0.931
H 2.451 -1.589 -0.393
H 4.082 0.850 1.670
H 6.167 1.939 0.580
H 6.511 0.680 1.757
H 6.961 -0.951 0.028
H 7.827 0.515 -0.440
H 5.851 1.144 -1.882
H 6.614 -0.362 -2.402
H 4.905 -1.699 -1.319
H 4.079 -0.473 -2.275
H -2.406 1.931 0.101
H -4.666 2.808 -0.416
```

The calculation puts the molar mass at 299.37 g mol⁻¹. Its HOMO energy is -8.06 eV. The calculation puts the gap between HOMO and LUMO at 8.72 eV. Its LUMO energy is 0.660 eV. The SMILES is Cc1nc2cc(NC(=O)NCCC3=CCCCC3)ccc2o1.

---

C) The following is a quantum chemistry calculation of one molecule with the formula C17H21N3O2, from the OMol25 dataset.

XYZ file:
```
43
C17H21N3O2, DFT ωB97M-V/def2-TZVPD
C -4.377 -0.907 1.598
C -4.228 0.564 1.223
O -2.877 0.987 1.136
C -2.261 0.820 -0.091
O -2.098 -0.571 -0.363
C -1.825 -0.880 -1.712
C -1.852 -2.391 -1.880
C -0.905 1.487 -0.062
C -0.367 2.051 -1.209
C 0.949 2.479 -1.223
C 1.746 2.342 -0.094
C 3.181 2.645 -0.160
C 4.138 1.724 -0.025
C 3.910 0.298 0.183
N 4.984 -0.432 0.478
C 4.784 -1.726 0.693
C 3.539 -2.315 0.640
C 2.467 -1.464 0.315
N 1.192 -1.910 0.191
N 2.675 -0.175 0.071
C 1.173 1.862 1.081
C -0.134 1.424 1.094
H -3.907 -1.534 0.846
H -3.895 -1.093 2.554
H -5.431 -1.159 1.676
H -4.740 0.767 0.272
H -4.669 1.194 2.001
H -2.887 1.252 -0.905
H -0.840 -0.483 -2.003
H -2.585 -0.411 -2.358
H -1.084 -2.847 -1.263
H -1.670 -2.645 -2.920
H -2.821 -2.783 -1.582
H -0.972 2.142 -2.101
H 1.374 2.879 -2.132
H 3.453 3.675 -0.358
H 5.182 1.998 -0.067
H 5.671 -2.302 0.927
H 3.388 -3.364 0.836
H 0.950 -2.798 0.595
H 0.467 -1.211 0.138
H 1.776 1.796 1.974
H -0.575 1.015 1.989
```

The calculation puts the molar mass at 299.37 g mol⁻¹. Its HOMO energy is -8.41 eV. The calculation puts the gap between HOMO and LUMO at 8.95 eV. Its LUMO energy is 0.537 eV. The SMILES is CCOC(OCC)c1ccc(/C=C\c2nccc(N)n2)cc1.

---

D) The following is a quantum chemistry calculation of one molecule with the formula C17H21N3O2, from the OMol25 dataset.

XYZ file:
```
43
C17H21N3O2, DFT ωB97M-V/def2-TZVPD
C 3.545 -0.482 -4.147
C 2.864 0.818 -3.732
C 2.813 1.022 -2.211
C 1.481 0.628 -1.573
C 1.169 -0.865 -1.700
N -0.023 -1.224 -0.952
C -1.221 -1.025 -1.545
O -1.358 -0.698 -2.704
C -2.403 -1.256 -0.608
N -2.155 -0.617 0.667
C -0.924 -0.761 1.228
N -0.545 -0.214 2.323
C -1.443 0.581 2.990
C -1.053 1.190 4.187
C -1.940 1.988 4.871
C -3.230 2.200 4.384
C -3.629 1.610 3.207
C -2.743 0.796 2.499
C -3.159 0.166 1.250
O -4.248 0.268 0.728
C 0.007 -1.655 0.442
C 1.390 -1.698 1.072
H 4.571 -0.504 -3.786
H 3.565 -0.565 -5.231
H 3.024 -1.349 -3.750
H 1.850 0.845 -4.135
H 3.414 1.646 -4.184
H 3.622 0.457 -1.741
H 2.981 2.077 -1.986
H 0.671 1.189 -2.044
H 1.501 0.903 -0.515
H 2.008 -1.468 -1.359
H 0.953 -1.102 -2.744
H -2.559 -2.333 -0.470
H -3.310 -0.821 -1.037
H -0.053 1.015 4.549
H -1.637 2.457 5.796
H -3.914 2.830 4.933
H -4.621 1.756 2.805
H -0.419 -2.674 0.486
H 1.270 -1.944 2.124
H 2.010 -2.457 0.604
H 1.879 -0.732 1.011
```

The calculation puts the molar mass at 299.37 g mol⁻¹. Its HOMO energy is -8.80 eV. The calculation puts the gap between HOMO and LUMO at 9.30 eV. Its LUMO energy is 0.503 eV. The SMILES is CCCCCN1C(=O)Cn2c(nc3ccccc3c2=O)[C@@H]1C.

---

Computed relative energies in units of kJ/mol: A) 193.1; B) 57.1; C) 201.5; D) 0.0